Molecular formula: C26H19BrN2OPtS3
Method: DFT, ωB97M-V/def2-TZVPD

```
53
C26H19BrN2OPtS3, DFT ωB97M-V/def2-TZVPD
Pt -0.472 0.003 0.563
Br -0.587 2.741 2.130
C 1.126 2.156 2.732
C 1.791 3.097 3.467
C 3.046 2.825 4.041
C 3.593 1.591 3.888
C 2.930 0.588 3.137
C 3.533 -0.688 3.041
C 2.931 -1.686 2.339
C 1.721 -1.431 1.668
C 1.106 -0.197 1.704
C 1.679 0.855 2.497
H 1.333 4.065 3.615
H 3.551 3.593 4.610
H 4.548 1.346 4.337
H 4.479 -0.848 3.542
H 3.384 -2.667 2.271
H 1.271 -2.220 1.077
N -1.180 -0.933 3.396
C -2.251 -1.198 4.162
C -3.348 -1.219 3.333
C -2.841 -0.951 2.056
N -1.522 -0.789 2.114
H -0.205 -0.852 3.644
H -2.150 -1.357 5.221
H -4.370 -1.404 3.607
H -3.345 -0.873 1.106
O -0.046 0.879 -1.172
C -0.513 0.204 -2.310
C -0.801 -1.262 -2.021
C 0.139 -2.219 -1.759
C -0.428 -3.492 -1.499
C -1.789 -3.478 -1.583
S -2.381 -1.933 -2.009
C 0.515 0.350 -3.416
C 1.379 1.391 -3.558
C 2.157 1.302 -4.744
C 1.859 0.197 -5.481
S 0.656 -0.757 -4.724
C -1.812 0.891 -2.721
C -2.500 0.848 -3.895
C -3.738 1.547 -3.829
C -3.955 2.100 -2.606
S -2.649 1.813 -1.536
H 1.198 -1.999 -1.741
H 0.145 -4.377 -1.263
H -2.470 -4.301 -1.438
H 1.443 2.182 -2.826
H 2.907 2.023 -5.034
H 2.301 -0.120 -6.411
H -2.139 0.329 -4.771
H -4.428 1.636 -4.656
H -4.796 2.697 -2.292
```

Its maximum force is 0.72 eV Å⁻¹. The value obtained for the energy above the lowest of the compared OMol25 structures with the same formula, charge and spin is 0.00 kJ/mol. For the LUMO energy, the calculation gives 0.3692 eV. As for the charge: 0. As for the gap between HOMO and LUMO: 7.93 eV.

For reference, the natural (NBO) charges in units of e are: number 1, Pt, carries 0.7178; number 2, Br, carries 0.0675; number 3, C, carries -0.0656; number 4, C, carries -0.2444; number 5, C, carries -0.2065; number 6, C, carries -0.1768; number 7, C, carries -0.0621; number 8, C, carries -0.2130; number 9, C, carries -0.1919; number 10, C, carries -0.2958; number 11, C, carries -0.1053; number 12, C, carries -0.0854; number 13, H, carries 0.2283; number 14, H, carries 0.2188; number 15, H, carries 0.2115; number 16, H, carries 0.2122; number 17, H, carries 0.2147; number 18, H, carries 0.2274; number 19, N, carries -0.3083; number 20, C, carries -0.0206; number 21, C, carries -0.3312; number 22, C, carries -0.0110; number 23, N, carries -0.2620; number 24, H, carries 0.4436; number 25, H, carries 0.2315; number 26, H, carries 0.2418; number 27, H, carries 0.2368; number 28, O, carries -0.8114; number 29, C, carries 0.1310; number 30, C, carries -0.2416; number 31, C, carries -0.2472; number 32, C, carries -0.2575; number 33, C, carries -0.4357; number 34, S, carries 0.4776; number 35, C, carries -0.2059; number 36, C, carries -0.2375; number 37, C, carries -0.2518; number 38, C, carries -0.4319; number 39, S, carries 0.4435; number 40, C, carries -0.2019; number 41, C, carries -0.2661; number 42, C, carries -0.2510; number 43, C, carries -0.4359; number 44, S, carries 0.4661; number 45, H, carries 0.2403; number 46, H, carries 0.2228; number 47, H, carries 0.2365; number 48, H, carries 0.2433; number 49, H, carries 0.2209; number 50, H, carries 0.2339; number 51, H, carries 0.2328; number 52, H, carries 0.2210; number 53, H, carries 0.2336

---

Molecular formula: C10H13N4
Method: DFT, ωB97M-V/def2-TZVPD

```
27
C10H13N4, DFT ωB97M-V/def2-TZVPD
N -2.249 3.054 -0.093
C -1.832 2.017 -0.302
C -1.275 0.738 -0.452
C -2.469 -0.331 -0.229
N -2.244 -1.500 -1.188
N -2.408 -0.796 1.098
N -0.994 -0.778 1.341
C -0.319 0.459 0.882
C 1.085 0.329 0.434
C 1.619 -0.870 -0.145
C 2.923 -0.918 -0.552
C 3.785 0.235 -0.501
C 3.200 1.322 0.056
C 1.924 1.388 0.571
H -0.568 0.442 -1.192
H -3.411 0.028 -0.638
H -2.804 -1.559 -2.096
H -2.687 -2.315 -0.705
H -1.303 -1.735 -1.368
H -3.086 -0.477 1.746
H -0.787 -0.872 2.303
H -0.486 1.264 1.511
H 1.059 -1.835 -0.117
H 3.198 -1.944 -0.934
H 4.806 0.195 -0.807
H 3.814 2.152 0.265
H 1.510 2.304 1.112
```

Its maximum force is 4.06 eV Å⁻¹. The value obtained for the energy above the lowest of the compared OMol25 structures with the same formula, charge and spin is 290.91 kJ/mol. For the LUMO energy, the calculation gives -3.5979 eV. As for the charge: +1. As for the gap between HOMO and LUMO: 8.91 eV.

For reference, the natural (NBO) charges in units of e are: number 1, N, carries -0.2297; number 2, C, carries 0.2269; number 3, C, carries -0.3639; number 4, C, carries 0.1239; number 5, N, carries -0.7049; number 6, N, carries -0.4847; number 7, N, carries -0.4842; number 8, C, carries -0.0052; number 9, C, carries -0.0846; number 10, C, carries -0.2571; number 11, C, carries -0.1805; number 12, C, carries -0.1860; number 13, C, carries -0.1837; number 14, C, carries -0.1964; number 15, H, carries 0.2737; number 16, H, carries 0.2447; number 17, H, carries 0.4544; number 18, H, carries 0.4567; number 19, H, carries 0.4415; number 20, H, carries 0.4069; number 21, H, carries 0.3907; number 22, H, carries 0.2062; number 23, H, carries 0.2154; number 24, H, carries 0.2278; number 25, H, carries 0.2394; number 26, H, carries 0.2233; number 27, H, carries 0.2296

---

Molecular formula: C3H3FN2O
Method: DFT, ωB97M-V/def2-TZVPD

```
10
C3H3FN2O, DFT ωB97M-V/def2-TZVPD
O -1.808 0.818 0.400
C -0.564 0.358 0.114
C -0.508 -0.441 -1.144
N 0.631 -0.821 -1.226
N 1.312 -0.520 -0.122
C 0.656 0.205 0.698
F 1.109 0.476 1.857
H -1.717 1.425 1.147
H -1.329 -0.508 -1.954
H 2.217 -0.993 0.230
```

Its maximum force is 9.61 eV Å⁻¹. The value obtained for the energy above the lowest of the compared OMol25 structures with the same formula, charge and spin is 284.03 kJ/mol. For the LUMO energy, the calculation gives 0.6745 eV. As for the charge: 0. As for the gap between HOMO and LUMO: 8.85 eV.

For reference, the natural (NBO) charges in units of e are: number 1, O, carries -0.6585; number 2, C, carries 0.0656; number 3, C, carries -0.0223; number 4, N, carries -0.2731; number 5, N, carries -0.3781; number 6, C, carries 0.4375; number 7, F, carries -0.2774; number 8, H, carries 0.4746; number 9, H, carries 0.2181; number 10, H, carries 0.4136

---

Molecular formula: C5H12O2
Method: DFT, ωB97M-V/def2-TZVPD

```
19
C5H12O2, DFT ωB97M-V/def2-TZVPD
C 2.404 0.346 1.436
C 0.886 0.344 1.239
C 0.602 -0.279 -0.112
O 0.675 -1.613 -0.209
C -1.231 0.251 -0.527
C -1.722 -0.273 -1.868
O -2.154 0.131 0.519
H 2.805 -0.664 1.303
H 2.892 1.007 0.710
H 2.671 0.696 2.438
H 0.394 -0.271 1.999
H 0.488 1.363 1.306
H 1.011 0.313 -0.957
H -0.459 -0.895 -0.329
H -0.925 1.296 -0.594
H -1.944 -1.348 -1.820
H -2.626 0.260 -2.181
H -0.951 -0.134 -2.632
H -2.817 -0.529 0.280
```

Its maximum force is 0.46 eV Å⁻¹. The value obtained for the energy above the lowest of the compared OMol25 structures with the same formula, charge and spin is 440.92 kJ/mol. For the LUMO energy, the calculation gives 0.6681 eV. As for the charge: 0. As for the gap between HOMO and LUMO: 9.27 eV.

For reference, the natural (NBO) charges in units of e are: number 1, C, carries -0.6047; number 2, C, carries -0.4573; number 3, C, carries 0.1892; number 4, O, carries -0.7798; number 5, C, carries -0.0459; number 6, C, carries -0.6639; number 7, O, carries -0.6993; number 8, H, carries 0.2259; number 9, H, carries 0.2003; number 10, H, carries 0.2161; number 11, H, carries 0.2261; number 12, H, carries 0.2041; number 13, H, carries 0.1452; number 14, H, carries 0.4861; number 15, H, carries 0.2004; number 16, H, carries 0.2194; number 17, H, carries 0.2268; number 18, H, carries 0.2360; number 19, H, carries 0.4755

---

What is the gap between HOMO and LUMO in the second record? 8.91 eV

---

What is the formula in the second record? C10H13N4